Below is a structure of composition C20H21F6N6O5RhS2Te, with properties calculated with wB97M-V/def2-TZVPD.

Results
- HOMO-LUMO gap (alpha / beta) (eV) = 6.088 / 6.044
- highest occupied orbital energy (alpha / beta) (eV) = -7.31 / -7.24

The geometry in ORCA input format:
```
! wB97M-V def2-TZVPD RIJCOSX def2/J DEFGRID3
* xyz 0 1
H -0.60728 -2.33714 6.15625
F 3.42805 1.98990 1.93899
C -0.41132 4.49259 0.98465
C 0.19937 3.69279 1.93255
H -2.61122 1.63320 2.22535
C -4.69784 3.43509 1.44912
H -4.13798 4.04367 -0.53064
H -3.37776 0.29050 1.36880
N 2.15885 -0.10910 0.54187
O -2.12238 6.59959 -2.11664
S 2.33125 -0.10756 -1.04614
F 1.72535 -2.07111 -2.66614
O 0.99771 0.27692 -1.51525
N -0.16618 -1.46807 2.96357
O 2.65991 -1.05228 2.73893
H 0.64381 4.12599 2.81758
H 0.81032 -1.63498 2.74107
H -2.69892 -0.90612 4.88129
H -0.32598 -3.59836 4.95313
H 0.91357 -2.37773 5.25325
C -5.32052 2.80248 3.81271
C -3.37670 5.38076 0.96193
H -1.28058 1.99828 -1.12297
C 0.26318 2.32655 1.73655
C -0.16148 -2.54599 5.18667
H -3.91403 5.07674 4.28734
F 3.73402 -2.18464 -1.88705
C -0.77059 -1.67513 4.14313
N -0.87550 -0.61668 2.19035
Rh -0.21838 -0.27124 0.32511
C -4.07796 4.26520 0.52704
H -3.84924 0.67032 3.03413
C -3.32229 5.66559 2.32075
H -2.76977 6.53358 2.66013
C -1.94808 -0.95733 4.11188
O 4.27137 -1.46473 0.88735
C -4.65166 3.70545 2.81203
N -0.26517 1.75690 0.65135
C -3.01121 0.62437 2.34045
C -1.97449 -0.30587 2.86961
C -0.86742 2.51542 -0.26521
H -0.45101 5.56531 1.10794
H -4.58646 2.35345 4.48510
H -3.05737 7.20196 0.00692
H 0.73404 1.66414 2.44881
S 3.30475 -0.62951 1.52435
H -1.33704 4.33353 -2.12493
H -5.86328 1.99796 3.31771
C 4.22550 0.92045 2.01259
F 2.05226 -2.72142 -0.63085
N -2.71648 6.25307 0.04889
C -2.13733 5.87799 -1.14336
H -5.23641 2.56339 1.09617
C -3.96239 4.84081 3.23058
N -1.57857 4.60655 -1.18440
H -6.02973 3.35703 4.42860
F 4.65122 0.80064 3.26660
C -0.96025 3.89604 -0.14492
F 5.26354 1.10501 1.21473
Te -2.10454 -1.54378 -0.58358
C 2.47926 -1.90321 -1.58657
O 3.47167 0.56936 -1.56080
*
```

Atom charges from the natural (NBO) analysis, given in e for atoms 1 to 2: number 1, H, carries 0.233; number 2, F, carries -0.317